Arrangement a

9
Properties=species:S:1:pos:R:3 method="wB97M-V/def2-TZVPD" homo_lumo_gap_ev=8.85 homo_ev=-9.2
C -0.043 -1.835 0.434
C -0.631 0.853 -0.445
N 0.540 -0.830 0.595
N 0.750 0.423 0.595
N -0.249 1.442 -1.466
O -1.638 0.290 -0.074
F 1.132 1.442 -1.603
H -0.370 -2.813 0.544
H 0.511 1.029 1.421

***

Arrangement b

9
Properties=species:S:1:pos:R:3 method="wB97M-V/def2-TZVPD" homo_lumo_gap_ev=10.66 homo_ev=-11.1
C -0.826 0.998 0.438
C -0.045 -0.069 -0.048
N -2.058 0.587 0.362
N -0.794 -1.055 -0.411
N 1.939 -0.174 -0.545
O -2.041 -0.656 -0.148
F 2.528 -0.546 0.630
H -0.551 1.961 0.806
H 1.848 -1.046 -1.083

***

Arrangement c

9
Properties=species:S:1:pos:R:3 method="wB97M-V/def2-TZVPD" homo_lumo_gap_ev=9.25 homo_ev=-9.0
C -1.578 0.454 1.474
C 1.232 0.618 -1.171
N -0.869 -0.507 1.408
N -0.005 -1.193 0.811
N 0.587 0.237 -2.119
O 1.683 0.936 -0.154
F 0.975 0.275 -3.385
H -1.737 1.327 2.110
H -0.287 -2.145 1.025

***

Stability check: which of them is most stable? arrangement c.

***

Arrangement a

8
Properties=species:S:1:pos:R:3 method="wB97M-V/def2-TZVPD" homo_lumo_gap_ev="5.08 / 8.60" homo_ev="-6.8 / -8.5"
C 0.757 -1.029 -1.468
C -0.680 0.697 0.306
O 0.427 0.962 0.551
O 1.559 -0.511 -0.875
Cl -0.861 -1.147 0.628
Cl -1.731 1.384 1.526
H -0.006 -1.209 -2.254
H 0.534 0.854 1.586

***

Arrangement b

8
Properties=species:S:1:pos:R:3 method="wB97M-V/def2-TZVPD" homo_lumo_gap_ev="7.44 / 10.01" homo_ev="-8.8 / -10.9"
C -0.037 0.098 -0.688
C 0.916 -0.394 0.421
O -1.268 -0.526 -0.622
O -1.863 -0.013 0.499
Cl 0.092 -1.200 1.602
Cl 1.956 0.799 1.045
H -0.076 1.181 -0.445
H 0.279 0.054 -1.812

***

Arrangement c

8
Properties=species:S:1:pos:R:3 method="wB97M-V/def2-TZVPD" homo_lumo_gap_ev=11.38 homo_ev=-10.8
C -2.214 0.284 1.097
C 1.139 -0.119 -0.604
O -3.232 0.346 0.641
O 1.447 -0.296 0.666
Cl 0.220 -1.423 -1.376
Cl -0.090 1.385 -0.641
H 0.717 -0.464 1.412
H 2.013 0.288 -1.196

***

Stability check: which of them is most stable? arrangement c.

***

Arrangement a

29
Properties=species:S:1:pos:R:3 method="wB97M-V/def2-TZVPD" homo_lumo_gap_ev=9.57 homo_ev=-8.9
C 2.391 -2.651 1.121
C 3.273 -1.395 1.115
C 4.561 -1.819 1.827
C 2.489 -0.438 2.072
C 3.835 -0.632 0.071
H 2.705 -3.228 0.193
H 2.339 -3.178 2.121
H 1.207 -2.508 0.845
H 5.125 -1.069 2.173
H 4.342 -2.527 2.722
H 5.160 -2.542 1.017
H 3.192 0.182 2.658
H 1.854 -1.028 2.937
H 1.836 0.125 1.097
H 2.926 -0.091 -0.336
H 4.670 0.077 0.220
H 4.271 -1.368 -0.531
C -3.851 0.718 -0.127
C -3.628 -0.059 -1.405
C -2.976 0.648 -2.319
C -2.531 2.075 -2.259
C -2.968 2.790 -1.177
C -3.786 2.178 -0.183
H -4.387 0.313 0.748
H -3.653 -1.161 -1.020
H -2.998 0.156 -3.319
H -2.118 2.553 -3.078
H -2.916 3.875 -1.280
H -4.410 2.933 0.415

***

Arrangement b

29
Properties=species:S:1:pos:R:3 method="wB97M-V/def2-TZVPD" homo_lumo_gap_ev=10.01 homo_ev=-9.1
C -3.332 2.584 -0.188
C -1.845 2.494 0.181
C -0.935 2.155 -0.801
C 0.408 1.947 -0.430
C 0.781 2.056 0.905
C -0.165 2.407 1.866
C -1.490 2.623 1.533
H -3.564 1.665 -0.728
H -3.451 3.474 -0.810
H -3.902 2.567 0.742
H -1.255 2.076 -1.829
H 1.099 1.619 -1.192
H 1.826 1.962 1.163
H 0.281 2.376 2.876
H -2.235 2.867 2.291
C 2.686 -2.852 -0.016
C 1.297 -2.161 -0.207
C 0.991 -1.901 -1.735
C 0.165 -2.948 0.412
H 2.899 -3.408 -0.911
H 2.634 -3.334 0.976
H 3.394 -2.067 0.210
H 1.329 -1.150 0.288
H 0.254 -2.632 -2.056
H 0.646 -0.848 -1.676
H 1.858 -1.940 -2.384
H 0.477 -3.529 1.275
H -0.724 -2.365 0.571
H -0.127 -3.738 -0.324

***

Stability check: which of them is most stable? arrangement b.

***

Arrangement a

29
Properties=species:S:1:pos:R:3 method="wB97M-V/def2-TZVPD" homo_lumo_gap_ev=9.95 homo_ev=-9.0
C 1.766 1.820 1.863
C 0.386 1.584 1.372
C -0.104 2.339 0.252
C -1.353 2.154 -0.254
C -2.238 1.307 0.444
C -1.829 0.624 1.576
C -0.500 0.785 2.063
H 1.852 2.678 2.527
H 2.426 2.073 1.039
H 2.207 1.007 2.451
H 0.683 2.842 -0.314
H -1.806 2.683 -1.079
H -3.159 0.908 0.003
H -2.553 0.037 2.104
H -0.318 0.147 2.922
C 0.291 -1.863 0.218
C 0.715 -1.725 -1.254
C -0.198 -2.686 -2.061
C 0.704 -0.291 -1.767
H 0.241 -2.921 0.491
H -0.761 -1.565 0.265
H 0.999 -1.406 0.880
H 1.761 -2.159 -1.264
H -1.235 -2.540 -1.836
H -0.137 -2.322 -3.079
H 0.189 -3.711 -2.049
H 1.267 0.315 -1.087
H 0.992 -0.215 -2.834
H -0.288 0.104 -1.592

***

Arrangement b

29
Properties=species:S:1:pos:R:3 method="wB97M-V/def2-TZVPD" homo_lumo_gap_ev=10.12 homo_ev=-9.1
C -0.686 3.533 1.405
C 0.428 2.781 0.705
C 1.027 3.429 -0.403
C 1.960 2.779 -1.171
C 2.277 1.438 -0.936
C 1.695 0.813 0.142
C 0.749 1.470 0.948
H -1.230 2.874 2.084
H -1.451 3.793 0.672
H -0.275 4.415 1.873
H 0.932 4.509 -0.433
H 2.446 3.298 -1.980
H 2.861 0.858 -1.639
H 1.969 -0.208 0.378
H 0.476 0.933 1.849
C 0.450 -3.124 -0.202
C -0.857 -2.424 -0.559
C -2.002 -3.410 -0.772
C -1.247 -1.339 0.451
H 0.732 -3.743 -1.063
H 0.236 -3.896 0.542
H 1.276 -2.466 0.043
H -0.752 -1.970 -1.550
H -2.537 -3.721 0.135
H -2.763 -3.042 -1.448
H -1.646 -4.378 -1.148
H -0.961 -1.641 1.452
H -0.783 -0.402 0.157
H -2.324 -1.157 0.469

***

Stability check: which of them is most stable? arrangement b.

***

Arrangement a

14
Properties=species:S:1:pos:R:3 method="wB97M-V/def2-TZVPD" homo_lumo_gap_ev=10.07 homo_ev=-9.6
C 2.039 0.118 -1.656
C 0.949 -0.172 -0.980
C -0.048 -0.595 -0.014
C -1.268 -1.260 -0.559
N -2.118 -1.666 -1.316
C 0.036 0.145 1.436
C -0.747 1.480 1.239
N 0.983 1.396 1.391
H 2.732 0.431 -2.314
H 0.691 -1.679 -0.115
H -0.008 -0.485 2.468
H -1.420 1.865 2.245
H -1.157 1.756 0.101
H 1.340 1.702 0.304

***

Arrangement b

14
Properties=species:S:1:pos:R:3 method="wB97M-V/def2-TZVPD" homo_lumo_gap_ev="7.15 / 6.91" homo_ev="-7.1 / -7.0"
C -2.260 -0.377 0.104
N -0.892 0.133 0.009
N -0.696 1.398 -0.262
C 0.658 1.788 -0.141
C 1.443 0.792 0.235
C 0.194 -0.541 0.416
C 1.368 -1.309 -0.080
C 2.349 -0.403 0.118
H -2.270 -1.246 -0.752
H -2.476 -0.744 1.185
H -2.882 0.479 -0.156
H 0.882 2.751 -0.492
H 1.143 -2.225 -0.586
H 3.440 -0.497 0.402

***

Stability check: which of them is most stable? arrangement b.

***

Arrangement a

14
Properties=species:S:1:pos:R:3 method="wB97M-V/def2-TZVPD" homo_lumo_gap_ev=9.11 homo_ev=-9.3
H 3.106 -0.904 -0.019
N 2.687 -0.063 -0.025
C 1.379 -0.420 -0.146
N 0.773 -1.868 -0.159
C -0.527 -1.571 0.057
C -0.938 -0.171 -0.048
C -2.140 0.174 -0.185
C 0.328 0.517 -0.001
C 0.579 1.758 0.028
H -1.159 -2.495 0.622
H -2.999 -0.585 -0.035
H -2.494 1.212 -0.068
H -0.265 2.484 0.065
H 1.670 1.932 -0.085

***

Arrangement b

14
Properties=species:S:1:pos:R:3 method="wB97M-V/def2-TZVPD" homo_lumo_gap_ev=9.16 homo_ev=-8.6
C 1.988 -0.334 -0.591
C 1.557 0.858 -0.198
C 0.167 0.861 0.448
N -1.056 1.322 -0.049
N -2.079 0.156 0.061
C -1.494 -0.931 0.265
C -0.037 -0.706 0.249
C 0.933 -1.369 -0.241
H 3.045 -0.675 -1.039
H 2.172 1.724 -0.440
H 0.307 0.870 1.528
H -1.550 1.958 0.612
H -1.917 -2.024 -0.056
H 1.212 -2.467 -0.280

***

Stability check: which of them is most stable? arrangement a.